Density functional theory data (wB97M-V/def2-TZVPD) for an isolated molecule of C17H28O6.

Values from the calculation:
Maximum force (eV/A): 0.975
Energy above the lowest of the compared OMol25 structures with the same formula, charge and spin (eV): 0.141
Charge: 0
SMILES string: CCCCCCCCCC[C@@H](C(=O)O)[C@]1(C(=O)O)CCC(=O)O1
LUMO level (eV): 0.49
DFT total energy (eV): -30370.293

Positions of all 51 atoms, in Å:
C1 8.330 1.094 0.067
C2 7.700 -0.012 0.906
C3 7.403 -1.279 0.104
C4 6.304 -1.144 -0.953
C5 4.910 -0.859 -0.374
C6 4.498 0.609 -0.489
C7 3.191 0.929 0.237
C8 1.970 0.251 -0.380
C9 0.678 0.686 0.306
C10 -0.542 -0.009 -0.295
C11 -1.833 0.413 0.413
C12 -2.155 1.867 0.111
O1 -2.270 2.335 -0.990
O2 -2.296 2.579 1.223
C13 -3.032 -0.460 -0.013
C14 -2.811 -1.894 0.513
O3 -2.752 -2.871 -0.181
O4 -2.706 -1.920 1.833
C15 -3.345 -0.471 -1.517
C16 -4.868 -0.505 -1.551
C17 -5.272 0.035 -0.193
O5 -6.351 0.402 0.160
O6 -4.205 0.042 0.630
H1 7.655 1.425 -0.719
H2 8.570 1.952 0.691
H3 9.248 0.741 -0.398
H4 8.391 -0.273 1.712
H5 6.783 0.354 1.371
H6 7.116 -2.072 0.799
H7 8.323 -1.598 -0.393
H8 6.570 -0.362 -1.665
H9 6.274 -2.084 -1.509
H10 4.885 -1.160 0.676
H11 4.175 -1.468 -0.903
H12 5.284 1.238 -0.070
H13 4.395 0.870 -1.545
H14 3.037 2.011 0.216
H15 3.279 0.630 1.285
H16 2.067 -0.833 -0.296
H17 1.917 0.501 -1.442
H18 0.739 0.455 1.372
H19 0.561 1.768 0.207
H20 -0.423 -1.092 -0.214
H21 -0.617 0.243 -1.354
H22 -1.727 0.320 1.498
H23 -2.542 3.498 1.025
H24 -2.619 -2.831 2.160
H25 -2.891 -1.338 -1.992
H26 -2.970 0.442 -1.979
H27 -5.307 0.094 -2.345
H28 -5.254 -1.523 -1.634

---

Density functional theory data (wB97M-V/def2-TZVPD) for a cluster of 2 separate species, C36H29N3 in total.

Values from the calculation:
Maximum force (eV/A): 3.473
Charge: 0
LUMO level (eV): -1.25
DFT total energy (eV): -42270.356

Positions of all 68 atoms, in Å:
C1 5.775 -0.987 0.462
C2 5.714 0.408 0.308
C3 4.597 0.979 -0.321
C4 3.496 0.172 -0.708
C5 2.221 0.690 -1.198
N1 1.354 -0.244 -1.552
C6 0.084 -0.126 -1.945
C7 -0.251 -0.755 -3.187
N2 -0.489 -1.233 -4.242
C8 1.919 2.125 -1.304
C9 2.315 3.024 -0.295
C10 2.102 4.398 -0.431
C11 1.496 4.897 -1.599
C12 1.060 4.014 -2.592
C13 1.227 2.631 -2.425
C14 3.613 -1.229 -0.621
C15 4.746 -1.813 -0.040
H1 6.635 -1.435 0.970
H2 6.534 1.040 0.683
H3 4.562 2.061 -0.491
H4 -0.409 0.842 -1.740
H5 2.796 2.627 0.607
H6 2.410 5.077 0.369
H7 1.361 5.974 -1.730
H8 0.573 4.405 -3.491
H9 0.838 1.925 -3.167
H10 2.776 -1.851 -0.974
H11 4.805 -2.902 0.033
C16 0.347 0.810 5.468
N3 -0.488 -0.215 4.857
C17 -1.424 -0.843 5.779
C18 -0.706 -0.251 3.474
C19 0.287 -0.782 2.611
C20 0.010 -0.923 1.267
C21 -1.205 -0.453 0.734
C22 -1.626 -0.799 -0.602
C23 -2.666 -0.052 -1.316
C24 -3.246 -0.919 -2.288
C25 -4.219 -0.470 -3.165
C26 -4.677 0.848 -3.027
C27 -4.119 1.710 -2.068
C28 -3.072 1.277 -1.236
C29 -2.672 -2.248 -2.118
C30 -1.716 -2.186 -1.050
C31 -1.067 -3.328 -0.620
C32 -1.290 -4.521 -1.322
C33 -2.182 -4.561 -2.406
C34 -2.910 -3.426 -2.798
C35 -2.119 0.206 1.581
C36 -1.908 0.254 2.942
H12 1.037 1.252 4.731
H13 -0.263 1.623 5.908
H14 0.924 0.350 6.286
H15 -1.927 -1.673 5.261
H16 -0.844 -1.224 6.638
H17 -2.182 -0.123 6.146
H18 1.225 -1.132 3.056
H19 0.759 -1.355 0.604
H20 -4.586 -1.147 -3.942
H21 -5.468 1.207 -3.687
H22 -4.506 2.726 -1.950
H23 -2.579 1.963 -0.546
H24 -0.409 -3.279 0.241
H25 -0.781 -5.431 -0.999
H26 -2.307 -5.483 -2.972
H27 -3.598 -3.424 -3.646
H28 -3.035 0.622 1.172
H29 -2.652 0.689 3.617

---

Density functional theory data (wB97M-V/def2-TZVPD) for the ion C4H8N with charge +1.

Values from the calculation:
Maximum force (eV/A): 2.083
Energy above the lowest of the compared OMol25 structures with the same formula, charge and spin (eV): 0.117
Charge: +1
SMILES string: C=[NH+]/C=C/C
LUMO level (eV): -5.44
DFT total energy (eV): -5759.747

Positions of all 13 atoms, in Å:
C1 1.358 -1.974 -0.432
N1 0.908 -0.924 0.157
C2 -0.133 -0.081 -0.296
C3 -0.522 0.903 0.500
C4 -1.515 1.943 0.151
H1 2.060 -2.587 0.108
H2 0.975 -2.192 -1.422
H3 1.067 -0.943 1.166
H4 -0.548 -0.287 -1.270
H5 -0.076 0.988 1.485
H6 -2.359 1.864 0.842
H7 -1.939 1.897 -0.851
H8 -1.062 2.928 0.253

---

Density functional theory data (wB97M-V/def2-TZVPD) for a cluster of 2 separate species, C5H9N4O4 in total.

Values from the calculation:
Maximum force (eV/A): 3.804
Energy above the lowest of the compared OMol25 structures with the same formula, charge and spin (eV): 2.284
Charge: -1
LUMO level (spin up / spin down) (eV): 3.18 / 3.20
DFT total energy (eV): -19476.126

Positions of all 22 atoms, in Å:
C1 -0.212 0.467 0.098
C2 1.050 0.448 -0.585
C3 3.842 -1.773 0.347
C4 3.106 -0.789 -0.524
C5 -2.279 1.609 0.416
N1 -3.022 -0.096 -0.549
N2 -1.094 1.352 -0.239
N3 -2.919 2.738 -0.075
N4 -3.386 -0.901 0.344
O1 -3.371 -0.775 1.563
O2 1.529 1.109 -1.470
O3 -3.881 -1.909 -0.187
O4 1.809 -0.550 0.055
H1 -0.360 -0.363 0.800
H2 4.598 -1.154 0.933
H3 2.984 -2.205 0.970
H4 4.258 -2.544 -0.217
H5 2.973 -1.356 -1.414
H6 3.535 0.204 -0.603
H7 -2.659 1.132 1.356
H8 -2.639 2.720 -1.004
H9 -3.862 2.636 -0.015

---

Density functional theory data (wB97M-V/def2-TZVPD) for a structure of composition C31H30N7O4PtS2.

Values from the calculation:
Maximum force (eV/A): 1.966
Charge: -1
LUMO level (eV): 2.05
DFT total energy (eV): -76171.331

Positions of all 75 atoms, in Å:
Pt1 0.707 1.067 0.871
C1 -4.570 -1.232 -4.979
O1 -3.601 -1.287 -3.968
C2 -3.161 -2.524 -3.562
C3 -3.711 -3.735 -3.936
C4 -3.182 -4.923 -3.443
C5 -2.094 -4.901 -2.593
C6 -1.519 -3.696 -2.226
C7 -2.055 -2.494 -2.683
N1 -1.524 -1.254 -2.366
C8 -1.127 -0.780 -1.113
N2 -1.238 -1.643 -0.092
C9 -0.966 -1.525 1.280
C10 -0.213 -0.501 1.874
C11 -0.052 -0.599 3.261
C12 -0.644 -1.589 4.025
C13 -1.375 -2.593 3.412
C14 -1.505 -2.582 2.036
O2 -2.136 -3.655 1.381
C15 -3.475 -3.451 0.967
N3 -0.699 0.425 -0.990
C16 -0.617 1.261 -2.116
C17 -1.633 2.206 -2.273
C18 -1.616 3.125 -3.301
C19 -0.547 3.141 -4.182
C20 0.468 2.221 -4.038
C21 0.450 1.250 -3.035
O3 1.519 0.407 -3.110
C22 1.723 -0.667 -2.222
H1 -4.680 -0.177 -5.223
H2 -5.530 -1.630 -4.635
H3 -4.245 -1.781 -5.869
H4 -4.564 -3.773 -4.596
H5 -3.624 -5.861 -3.745
H6 -1.686 -5.823 -2.208
H7 -0.635 -3.694 -1.606
H8 -1.808 -0.515 -3.000
H9 -1.644 -2.542 -0.319
H10 0.558 0.137 3.768
H11 -0.533 -1.586 5.102
H12 -1.834 -3.388 3.981
H13 -4.141 -4.074 1.572
H14 -3.565 -3.759 -0.081
H15 -3.771 -2.404 1.066
H16 -2.435 2.205 -1.545
H17 -2.429 3.827 -3.408
H18 -0.510 3.866 -4.982
H19 1.322 2.235 -4.698
H20 2.733 -1.027 -2.427
H21 1.013 -1.477 -2.419
H22 1.655 -0.369 -1.169
S1 1.627 2.871 -0.462
C23 3.292 2.471 -0.588
C24 4.004 3.384 -1.379
N4 4.537 4.173 -2.026
C25 3.953 1.409 0.011
S2 3.249 0.203 1.026
C26 5.337 1.276 -0.157
N5 6.477 1.141 -0.245
N6 0.637 2.513 2.630
C27 1.536 2.901 3.256
N7 2.635 3.308 3.853
C28 3.772 2.396 3.892
C29 3.720 1.585 5.189
O4 3.663 2.419 6.334
C30 2.532 3.260 6.290
C31 2.568 4.146 5.037
H23 4.689 2.994 3.842
H24 3.730 1.718 3.035
H25 4.612 0.971 5.308
H26 2.833 0.936 5.169
H27 2.558 3.862 7.201
H28 1.614 2.650 6.285
H29 3.478 4.758 5.070
H30 1.692 4.797 4.990